62
Properties=species:S:1:pos:R:3 method="wB97M-V/def2-TZVPD" smiles="O=C1c2ccccc2C(=O)c2ccccc21.O=C1c2ccccc2C(=O)c2ccccc21.C=COC(=O)O[PH2]=N" total_charge=0 e_tot_ev=-57614.2848 spin_multiplicity=1 relative_energy_ev=0.000
O -0.293 -4.140 0.343
C -0.952 -3.412 -0.372
C -1.980 -2.506 0.205
C -2.167 -2.481 1.581
C -3.084 -1.608 2.136
C -3.820 -0.756 1.322
C -3.651 -0.791 -0.052
C -2.736 -1.669 -0.616
C -2.573 -1.702 -2.098
O -3.266 -1.012 -2.814
C -1.529 -2.596 -2.671
C -1.329 -2.613 -4.045
C -0.338 -3.411 -4.589
C 0.461 -4.194 -3.763
C 0.258 -4.191 -2.394
C -0.739 -3.397 -1.844
H -1.588 -3.140 2.214
H -3.220 -1.586 3.210
H -4.523 -0.067 1.760
H -4.222 -0.130 -0.689
H -1.947 -1.998 -4.684
H -0.181 -3.419 -5.659
H 1.242 -4.809 -4.190
H 0.876 -4.802 -1.750
O 2.959 -0.832 -2.797
C 3.151 0.022 -1.957
C 3.985 1.219 -2.259
C 4.531 1.362 -3.528
C 5.278 2.486 -3.835
C 5.484 3.472 -2.876
C 4.955 3.327 -1.606
C 4.210 2.199 -1.290
C 3.663 2.049 0.089
O 3.902 2.875 0.945
C 2.812 0.864 0.384
C 2.262 0.723 1.653
C 1.443 -0.357 1.933
C 1.168 -1.301 0.948
C 1.725 -1.172 -0.312
C 2.551 -0.093 -0.599
H 4.365 0.596 -4.272
H 5.700 2.598 -4.825
H 6.059 4.355 -3.122
H 5.117 4.089 -0.856
H 2.474 1.461 2.414
H 1.010 -0.464 2.920
H 0.525 -2.134 1.172
H 1.517 -1.905 -1.079
C -0.623 2.973 3.980
C -1.171 2.287 2.987
O -1.725 1.018 3.279
C -2.986 1.154 3.741
O -3.291 0.643 4.785
O -3.838 1.828 2.929
P -4.922 2.771 3.774
N -4.349 4.117 4.272
H -0.681 4.048 4.005
H -0.074 2.481 4.763
H -1.134 2.567 1.949
H -6.012 2.864 2.890
H -5.357 1.989 4.852
H -3.383 4.249 4.010